No. 1
Computed, not measured: C25H38N4O2 in the gas phase, with ωB97M-V/def2-TZVPD.

The charge is 0. The energy above the lowest of the compared OMol25 structures with the same formula, charge and spin comes out at 26.53 kcal per mole. The value obtained for the highest occupied orbital energy is -0.306 Ha. The structure (SMILES) is COc1ccc(C[C@H]2CN3C(=NC[C@@H]3C)N2CCNC(=O)CCC2CCCCC2)cc1. The value obtained for the total energy is -36598.5660 eV. Its spin multiplicity is 1.

Each line ends with the Mulliken charge.
Geometry (Å):
C: -0.850 4.835 0.582  -0.691
O: 0.094 4.879 -0.460  -0.500
C: 0.225 3.788 -1.264  0.965
C: -0.514 2.616 -1.153  -0.461
C: -0.284 1.566 -2.026  -0.602
C: 0.677 1.651 -3.022  0.255
C: 0.964 0.489 -3.930  -1.480
C: 1.758 -0.631 -3.216  -0.227
C: 2.992 -0.087 -2.454  -0.481
N: 2.720 -0.470 -1.096  0.133
C: 1.485 -1.043 -0.972  -0.168
N: 1.065 -1.238 0.227  -0.450
C: 2.094 -0.687 1.098  -0.672
C: 3.108 0.070 0.186  0.149
C: 2.951 1.587 0.273  -1.317
N: 0.957 -1.277 -2.190  0.295
C: -0.166 -2.129 -2.490  -0.515
C: -0.055 -3.505 -1.817  -1.279
N: -0.482 -3.465 -0.442  0.033
C: -1.621 -4.070 -0.048  0.534
O: -2.283 -4.778 -0.785  -0.714
C: -2.010 -3.800 1.394  -0.802
C: -2.754 -2.456 1.508  -1.126
C: -1.880 -1.309 2.028  2.832
C: -2.542 0.042 1.748  -1.612
C: -1.671 1.185 2.262  0.616
C: -1.420 1.041 3.759  -1.175
C: -0.774 -0.307 4.059  -0.305
C: -1.643 -1.444 3.533  -1.087
C: 1.404 2.833 -3.133  -0.313
C: 1.185 3.887 -2.273  -0.824
H: -0.620 4.041 1.299  0.198
H: -0.781 5.801 1.082  0.309
H: -1.867 4.698 0.200  0.314
H: -1.272 2.505 -0.394  0.432
H: -0.872 0.667 -1.920  0.296
H: 1.549 0.825 -4.788  0.472
H: 0.030 0.062 -4.300  0.494
H: 2.055 -1.373 -3.970  0.552
H: 3.080 0.998 -2.567  0.233
H: 3.923 -0.552 -2.803  0.300
H: 2.580 -1.500 1.647  0.333
H: 1.633 -0.014 1.825  0.051
H: 4.143 -0.209 0.416  0.291
H: 3.637 2.087 -0.407  0.412
H: 3.165 1.922 1.285  0.489
H: 1.933 1.872 0.012  0.093
H: -1.106 -1.664 -2.166  0.164
H: -0.197 -2.255 -3.574  0.470
H: 0.982 -3.855 -1.875  0.277
H: -0.708 -4.219 -2.327  0.544
H: -0.017 -2.761 0.134  0.348
H: -1.120 -3.799 2.022  0.420
H: -2.663 -4.614 1.709  0.331
H: -3.610 -2.571 2.177  0.528
H: -3.153 -2.193 0.525  0.393
H: -0.915 -1.324 1.511  -1.122
H: -2.702 0.157 0.673  0.393
H: -3.519 0.080 2.237  0.305
H: -2.160 2.143 2.061  0.292
H: -0.716 1.167 1.731  -0.345
H: -0.777 1.852 4.111  0.373
H: -2.371 1.114 4.293  0.374
H: 0.207 -0.355 3.582  0.027
H: -0.627 -0.417 5.136  0.401
H: -1.163 -2.400 3.755  0.364
H: -2.606 -1.429 4.051  0.337
H: 2.147 2.934 -3.913  0.411
H: 1.747 4.804 -2.358  0.434

***

No. 2
Computed, not measured: a molecular structure, C25H39AsBr4IrNO6SSi3, with ωB97M-V/def2-TZVPD.

The charge is 0. The energy above the lowest of the compared OMol25 structures with the same formula, charge and spin comes out at 0.00 kcal per mole. The value obtained for the highest occupied orbital energy is -0.281 Ha. The value obtained for the total energy is -418653.5905 eV. Its spin multiplicity is 1.

Each line ends with the Mulliken charge.
Geometry (Å):
Ir: -0.735 1.763 0.526  0.914
Br: 2.379 -0.242 6.387  -0.161
C: 1.922 -0.004 4.574  0.385
C: 2.708 -0.559 3.568  0.237
Br: 4.251 -1.555 3.988  -0.173
C: 2.348 -0.378 2.229  -0.050
Br: 3.343 -1.093 0.798  -0.162
C: 1.219 0.354 1.899  -0.365
O: 0.817 0.543 0.639  -0.519
C: 0.421 0.917 2.913  0.844
O: -0.679 1.567 2.538  -1.977
C: 0.781 0.733 4.240  0.188
Br: -0.379 1.443 5.546  -0.107
C: 0.400 4.546 3.261  -1.268
C: 0.680 4.655 1.794  0.845
C: 1.298 3.596 1.108  -0.806
C: 1.568 3.680 -0.251  -0.727
C: 1.232 4.843 -0.937  0.171
C: 0.647 5.909 -0.271  -0.553
C: 0.360 5.803 1.084  -1.056
S: 1.515 4.951 -2.679  1.337
O: 1.475 6.338 -3.033  -0.693
O: 2.622 4.107 -3.007  -0.707
N: 0.192 4.252 -3.360  -0.269
C: -1.108 4.864 -3.072  -0.679
C: -2.134 3.824 -2.621  -1.244
C: -1.677 3.068 -1.407  1.661
O: -2.118 3.284 -0.244  -0.945
O: -0.799 2.152 -1.525  -0.671
H: 1.254 4.124 3.792  0.309
H: -0.442 3.873 3.432  0.136
H: 0.166 5.518 3.692  0.476
H: 1.675 2.752 1.673  1.023
H: 2.068 2.867 -0.764  0.461
H: 0.447 6.825 -0.810  0.594
H: -0.095 6.639 1.600  0.402
H: 0.224 3.248 -3.214  0.361
H: -1.477 5.370 -3.964  0.470
H: -1.007 5.623 -2.294  0.216
H: -2.292 3.098 -3.422  0.395
H: -3.080 4.317 -2.403  0.442
C: -4.525 1.178 -1.938  -0.475
Si: -4.522 0.836 -0.101  0.709
C: -5.803 -0.488 0.224  -1.236
C: -4.920 2.327 0.941  -0.947
As: -2.361 0.012 0.506  0.367
Si: -2.644 -1.112 2.615  0.563
C: -3.904 -2.475 2.345  -1.172
C: -3.320 0.143 3.811  -0.780
C: -1.096 -2.004 3.146  -0.781
Si: -1.675 -1.599 -1.117  0.415
C: -3.193 -2.576 -1.620  -0.994
C: -0.391 -2.686 -0.323  -0.755
C: -0.978 -0.701 -2.590  -0.865
H: -5.479 1.636 -2.214  0.424
H: -4.425 0.252 -2.508  0.225
H: -3.731 1.851 -2.248  -0.272
H: -6.729 -0.188 -0.276  0.411
H: -6.024 -0.580 1.287  0.278
H: -5.520 -1.468 -0.160  0.349
H: -5.940 2.656 0.723  0.429
H: -4.235 3.149 0.748  0.138
H: -4.869 2.078 2.002  0.245
H: -4.916 -2.117 2.178  0.301
H: -3.913 -3.081 3.257  0.419
H: -3.630 -3.139 1.525  0.237
H: -4.358 0.380 3.565  0.335
H: -2.727 1.058 3.807  -0.040
H: -3.302 -0.270 4.823  0.451
H: -1.039 -2.966 2.633  0.425
H: -1.172 -2.206 4.219  0.413
H: -0.167 -1.474 2.975  0.105
H: -3.682 -3.057 -0.772  0.249
H: -2.898 -3.362 -2.321  0.406
H: -3.927 -1.945 -2.123  0.215
H: -0.821 -3.346 0.433  0.222
H: 0.393 -2.083 0.137  -0.008
H: 0.073 -3.312 -1.090  0.447
H: -1.693 -0.001 -3.023  0.189
H: -0.718 -1.439 -3.354  0.522
H: -0.078 -0.148 -2.322  0.101

***

No. 3
Computed, not measured: 3 unconnected molecules or ions with the total composition C25H39Br4ClF10N4O3S in a non-equilibrium geometry, with ωB97M-V/def2-TZVPD.

The charge is 0. The value obtained for the highest occupied orbital energy is -0.264 Ha. The structure (SMILES) is C#CC[C@H](F)O[C@](CCCCl)([C@@](CC=C)(CC(N)(N)N)NCCC(F)(F)C(F)(F)C(F)(F)C(F)(F)F)S(C)(=O)=O.BrCCBr.BrCCBr. The value obtained for the total energy is -369353.8075 eV. Its spin multiplicity is 1.

Each line ends with the Mulliken charge.
Geometry (Å):
C: 4.695 0.290 6.359  0.005
C: 4.800 -0.079 5.209  -0.784
C: 4.623 -0.513 3.701  -0.332
C: 3.835 0.641 2.886  0.314
F: 3.464 1.595 3.911  -0.455
O: 2.627 0.220 2.309  -0.165
C: 2.441 0.507 0.912  -0.085
C: 2.684 1.998 0.469  -0.802
C: 2.282 3.116 1.558  -0.719
C: 1.729 4.426 0.835  -0.472
Cl: 3.113 5.169 -0.135  -0.216
C: 0.917 0.013 0.605  0.406
C: 0.570 0.191 -0.990  -0.259
C: -0.729 1.040 -1.277  -0.065
C: -1.769 0.556 -2.124  -0.851
C: 0.808 -1.568 0.831  -2.307
C: -0.612 -2.258 0.828  0.837
N: -0.930 -2.861 2.167  -0.693
N: -1.777 -1.490 0.354  -0.211
N: -0.507 -3.468 -0.071  -0.839
N: -0.100 0.817 1.281  0.636
C: -0.403 0.508 2.683  -0.570
C: -1.969 0.291 3.000  -1.303
C: -2.878 1.424 2.394  0.562
F: -2.917 1.406 0.986  -0.185
F: -2.465 2.707 2.813  -0.379
C: -4.402 1.149 2.841  0.673
F: -4.500 0.637 4.132  -0.317
F: -4.855 0.126 1.989  -0.279
C: -5.333 2.432 2.780  0.538
F: -6.634 1.977 3.084  -0.299
F: -5.044 3.371 3.769  -0.260
C: -5.447 3.122 1.352  0.638
F: -4.361 3.889 1.006  -0.202
F: -5.773 2.242 0.343  -0.216
F: -6.529 4.010 1.444  -0.274
S: 3.733 -0.533 0.033  1.835
C: 4.038 -2.168 0.885  -0.972
O: 5.077 0.109 -0.001  -0.754
O: 3.410 -0.881 -1.365  -0.730
H: 4.401 0.844 7.287  0.358
H: 4.056 -1.482 3.738  0.111
H: 5.664 -0.586 3.284  0.364
H: 4.558 1.203 2.238  0.374
H: 2.118 2.304 -0.471  0.538
H: 3.767 2.241 0.218  0.610
H: 3.247 3.419 2.078  0.495
H: 1.570 2.743 2.347  0.267
H: 0.965 4.103 0.071  0.214
H: 1.335 5.143 1.604  0.417
H: 0.399 -0.821 -1.475  -0.436
H: 1.421 0.659 -1.565  0.659
H: -0.911 2.066 -0.824  0.127
H: -2.746 0.222 -1.663  0.224
H: -1.644 0.500 -3.240  0.129
H: 1.335 -1.885 1.789  0.192
H: 1.414 -2.061 0.001  0.598
H: -0.759 -2.187 2.920  0.251
H: -0.235 -3.609 2.323  0.391
H: -1.947 -1.765 -0.625  0.044
H: -2.623 -1.778 0.855  0.322
H: -1.449 -3.884 -0.135  0.343
H: -0.241 -3.128 -1.007  0.018
H: 0.018 1.824 1.196  0.343
H: -0.146 1.446 3.288  0.606
H: 0.228 -0.302 3.163  0.094
H: -2.043 0.415 4.132  0.485
H: -2.327 -0.750 2.783  0.386
H: 5.132 -2.233 1.189  0.384
H: 3.881 -2.993 0.132  0.388
H: 3.445 -2.285 1.832  0.155
Br: -3.835 -2.021 -3.196  -0.167
C: -2.800 -2.171 -4.844  -0.660
C: -1.767 -3.261 -4.747  -0.512
Br: -0.244 -2.676 -3.683  -0.058
H: -2.371 -1.190 -5.040  0.368
H: -3.533 -2.403 -5.616  0.410
H: -1.356 -3.492 -5.729  0.226
H: -2.145 -4.176 -4.293  0.467
Br: 0.420 0.942 -7.778  -0.114
C: 0.662 -0.967 -7.477  -0.291
C: -0.069 -1.783 -8.513  -0.586
Br: -1.985 -1.831 -8.154  -0.133
H: 0.335 -1.172 -6.458  0.025
H: 1.737 -1.132 -7.548  0.372
H: 0.253 -2.824 -8.479  0.342
H: 0.053 -1.403 -9.526  0.413